Record 1
Entry from OMol25: a cluster of 15 separate species, C51H128N4O15 in total in a non-equilibrium geometry (the ωB97M-V functional and the def2-TZVPD basis).

Atoms and positions in Å:
C: 2.82047 -4.67818 2.61481
C: 3.94113 -3.87009 3.28907
C: 3.32879 -2.52505 3.66539
C: 2.58759 -2.48062 5.06600
C: 3.42943 -3.17888 6.08162
C: 3.91869 -4.58889 5.75581
N: 4.56339 -4.59969 4.43319
O: 5.16986 -5.81697 4.05891
C: 5.03384 -4.98111 6.76789
C: 2.69996 -5.60699 5.88688
C: 4.98255 -3.64851 2.22041
H: 3.18028 -5.63096 2.22642
H: 2.33353 -4.21651 1.75583
H: 1.95978 -4.82737 3.26678
H: 4.16710 -1.82870 3.68643
H: 2.63139 -2.22540 2.88312
H: 1.66610 -3.04135 4.90938
H: 2.30185 -1.45916 5.31716
H: 2.83411 -3.23984 6.99265
H: 4.26639 -2.51610 6.30146
H: 5.91936 -4.34761 6.71644
H: 4.77448 -4.93466 7.82557
H: 5.43749 -5.98628 6.64619
H: 2.38331 -5.89568 6.88913
H: 1.84324 -5.16396 5.37909
H: 2.88916 -6.55385 5.38116
H: 4.61643 -2.93166 1.48545
H: 5.37846 -4.55601 1.76455
H: 5.87800 -3.15098 2.59288
H: 6.09784 -5.62731 4.21540
C: -2.39694 -1.67394 2.30703
C: -1.61692 -0.38647 1.96685
C: -0.08417 -0.63520 1.87779
C: 0.34703 -1.13978 0.52181
C: -0.18394 -0.20491 -0.61930
C: -1.74504 -0.10618 -0.64187
N: -2.13838 0.32381 0.74186
O: -3.48262 0.47572 0.78267
C: -2.15003 1.03047 -1.62436
C: -2.39236 -1.41139 -1.14404
C: -1.95689 0.59150 3.09263
H: -2.54836 -1.88505 3.36562
H: -1.93311 -2.56829 1.89100
H: -3.40548 -1.73407 1.89797
H: 0.54474 0.14994 2.29748
H: 0.16781 -1.43010 2.57975
H: 0.06171 -2.18169 0.37648
H: 1.43118 -1.16754 0.41257
H: 0.23285 -0.53357 -1.57133
H: 0.24587 0.78776 -0.48521
H: -1.52747 1.88061 -1.34547
H: -1.92192 0.76017 -2.65538
H: -3.18774 1.35895 -1.56633
H: -2.17996 -2.28480 -0.52749
H: -3.48056 -1.35973 -1.17962
H: -2.14063 -1.62473 -2.18289
H: -1.68126 0.28867 4.10279
H: -3.00893 0.87656 3.10041
H: -1.40237 1.51988 2.95580
H: -3.57412 1.43058 0.74410
C: -2.97675 1.89328 -9.15911
C: -2.78464 0.36977 -8.82138
C: -1.48938 -0.07549 -9.59876
C: -0.93237 -1.42287 -9.04581
C: -0.75650 -1.37219 -7.52016
C: -2.11194 -1.03586 -6.74513
N: -2.59793 0.23759 -7.32944
O: -3.59499 0.83136 -6.59915
C: -3.05825 -2.22734 -6.73046
C: -1.60528 -0.75084 -5.32043
C: -3.99909 -0.35065 -9.35937
H: -3.89410 2.27209 -8.70849
H: -2.96787 2.01296 -10.24248
H: -2.15833 2.46827 -8.72589
H: -1.68370 -0.19288 -10.66486
H: -0.75733 0.72258 -9.47517
H: 0.00821 -1.70807 -9.51706
H: -1.62880 -2.24566 -9.20737
H: -0.01535 -0.58980 -7.35692
H: -0.35267 -2.29654 -7.10713
H: -4.01999 -1.90641 -6.33027
H: -3.19168 -2.64723 -7.72745
H: -2.68937 -2.95925 -6.01189
H: -0.79757 -0.01909 -5.30447
H: -2.33987 -0.37808 -4.60662
H: -1.10435 -1.62345 -4.90124
H: -3.95326 -1.43454 -9.46508
H: -4.31369 -0.00228 -10.34312
H: -4.82223 -0.27520 -8.64884
H: -3.21152 1.59903 -6.16878
C: 5.04174 3.53037 3.09423
C: 5.47295 2.39326 2.12166
C: 4.60320 1.21213 2.54846
C: 4.53120 0.05854 1.49031
C: 4.26070 0.51927 0.07206
C: 5.12341 1.75389 -0.36258
N: 5.09490 2.80019 0.73035
O: 5.68786 3.99175 0.32900
C: 6.59300 1.31358 -0.69395
C: 4.45802 2.19971 -1.68356
C: 7.01857 2.02863 2.31438
H: 3.98538 3.79242 3.15373
H: 5.55805 4.43450 2.77163
H: 5.48151 3.34415 4.07404
H: 4.93451 0.77365 3.48978
H: 3.60413 1.49648 2.87875
H: 3.69209 -0.58759 1.74820
H: 5.45593 -0.51784 1.51778
H: 3.24045 0.82928 -0.15394
H: 4.49999 -0.36273 -0.52201
H: 6.66035 0.76001 -1.63050
H: 7.31575 2.12617 -0.62030
H: 6.94856 0.57342 0.02288
H: 3.46741 2.57102 -1.42103
H: 5.00727 3.00449 -2.17218
H: 4.35689 1.38332 -2.39867
H: 7.72575 2.60520 1.71808
H: 7.22152 0.98147 2.08995
H: 7.38163 2.20989 3.32602
H: 6.59088 3.72933 0.13588
C: -2.23890 5.43421 0.83605
C: -2.38045 4.02610 0.26978
O: -3.69794 3.55591 0.42741
H: -2.96087 6.11143 0.37973
H: -1.24454 5.83988 0.64958
H: -2.46075 5.31204 1.89622
H: -1.81328 3.25831 0.79602
H: -2.06132 4.02229 -0.77245
H: -3.73554 3.37426 1.36932
C: -2.97384 4.27492 6.76685
C: -2.18436 2.99226 6.71850
O: -2.77698 2.17944 5.75429
H: -3.28675 4.72443 5.82444
H: -2.34257 5.00220 7.27741
H: -3.85751 4.16749 7.39588
H: -2.17564 2.47739 7.67919
H: -1.16265 3.26986 6.45936
H: -3.11016 1.34515 6.09274
C: 3.27134 -1.31468 -3.58932
C: 2.07204 -0.98726 -4.46034
O: 1.57310 -2.15769 -5.06390
H: 3.61007 -0.43597 -3.04049
H: 3.99140 -1.74304 -4.28655
H: 3.17173 -2.13331 -2.87656
H: 2.43093 -0.24965 -5.17814
H: 1.29997 -0.56114 -3.81969
H: 1.36484 -2.76462 -4.34985
C: -1.00430 -2.82796 5.77769
C: -0.85554 -3.90784 6.84880
O: -1.00767 -3.33953 8.11680
H: -2.02625 -2.45070 5.74053
H: -0.83338 -3.27849 4.79998
H: -0.32293 -1.98295 5.87665
H: 0.11690 -4.39881 6.81110
H: -1.67829 -4.61025 6.71541
H: -0.56760 -3.84553 8.80375
C: -6.22935 -0.15089 2.99991
O: -7.33241 0.61173 3.39009
H: -5.61384 0.43942 2.32111
H: -5.52206 -0.36618 3.80084
H: -6.56734 -1.07205 2.52521
H: -7.58141 1.28317 2.75074
C: -5.98341 0.64519 -1.26710
O: -7.00643 0.70586 -2.21862
H: -5.22222 -0.01834 -1.67749
H: -5.56127 1.64413 -1.15758
H: -6.39160 0.21895 -0.35068
H: -6.57912 0.60448 -3.07228
C: -4.83426 -3.27387 -3.27209
O: -5.57956 -4.12745 -4.09193
H: -5.29805 -3.21215 -2.28761
H: -3.83926 -3.69326 -3.12314
H: -4.63001 -2.25334 -3.59595
H: -6.21626 -4.53605 -3.50093
C: -1.36036 2.82918 -5.50436
O: -2.70549 2.88228 -5.06084
H: -0.91755 3.82380 -5.45178
H: -0.72308 2.13143 -4.96112
H: -1.31617 2.53091 -6.55182
H: -2.75178 3.51956 -4.34437
C: 0.92330 3.50212 -2.92256
O: 1.31812 2.24532 -3.31247
H: -0.13507 3.64485 -3.14066
H: 1.15196 3.66945 -1.87003
H: 1.55614 4.13406 -3.54568
H: 2.04721 2.29207 -3.93525
C: 1.55659 3.66233 1.27774
O: 2.67725 4.02300 0.47451
H: 0.65647 4.06651 0.81457
H: 1.48418 2.57765 1.35720
H: 1.65180 4.11865 2.26303
H: 3.41124 3.41293 0.57780
C: -4.99400 3.82922 3.29937
O: -3.59316 3.45544 3.13168
H: -5.61794 2.95570 3.48852
H: -5.00447 4.65087 4.01553
H: -5.33647 4.30527 2.38057
H: -3.27174 3.02912 3.92952

Output
Kohn-Sham gap, eV: 7.923
E_HOMO, eV: -7.668
LUMO level, Eh: 0.009
Electronic energy, Ha: -3367.17655

Record 2
Entry from OMol25: a structure of composition Cd2H14O8 in a non-equilibrium geometry (the ωB97M-V functional and the def2-TZVPD basis).

Atoms and positions in Å:
Cd: -2.17045 1.68091 -1.00461
Cd: 1.85051 1.47479 -1.67601
O: -0.11699 -0.22353 -0.64732
H: -0.23270 -0.99093 -0.05383
O: -0.18388 3.48744 -1.02202
H: -0.44531 4.15552 -0.35880
O: -1.98551 2.00927 2.15079
H: -2.11376 1.30306 2.78408
H: -2.32217 2.79000 2.59052
O: -0.44050 -3.79198 1.29130
H: 0.33606 -4.20923 0.91836
H: -1.05798 -3.73865 0.56184
O: 3.02673 1.09695 0.97786
H: 3.66759 0.39278 0.87951
H: 2.56755 0.89152 1.79222
O: 1.01610 1.05645 -4.36470
H: 0.11796 0.78246 -4.55043
H: 1.51008 0.80445 -5.14489
O: -1.97484 -3.10625 -1.97459
H: -1.32993 -2.44392 -1.72626
H: -2.72296 -2.60370 -2.29709
O: 1.26444 -0.01908 3.76324
H: 1.37682 -0.95814 3.61572
H: 0.36315 0.15981 3.49509

Output
Kohn-Sham gap, eV: 4.989
E_HOMO, eV: -16.206
LUMO level, Eh: -0.412
Total charge: +2
Energy above the lowest of the compared OMol25 structures with the same formula, charge and spin, kJ/mol: 719.3
Electronic energy, Ha: -944.94559

Record 3
Entry from OMol25: a cluster of 2 separate species, C3H11N2O in total in a non-equilibrium geometry (the ωB97M-V functional and the def2-TZVPD basis).

Atoms and positions in Å:
C: -0.53473 3.07421 -0.97477
C: -1.33100 1.79162 -0.79000
N: -0.40881 0.71036 -0.37243
C: -0.22253 -0.40594 -1.00065
N: 0.46475 -1.43104 -0.47673
H: 0.19319 3.28242 -0.19034
H: -1.17540 3.95224 -0.98689
H: 0.03466 3.01677 -1.90602
H: -1.87781 1.45659 -1.66158
H: -2.02182 2.00369 0.02732
H: 0.17501 0.81893 0.46054
H: -0.80243 -0.64178 -1.88222
H: 1.31919 -1.43506 0.06974
H: 0.55869 -2.18412 -1.13116
H: 1.35037 -3.97523 3.34976
H: 1.93093 -2.60232 3.54884
O: 1.52651 -3.16487 2.87475

Output
Kohn-Sham gap, eV: 10.838
E_HOMO, eV: -14.459
LUMO level, Eh: -0.133
Total charge: +1
Energy above the lowest of the compared OMol25 structures with the same formula, charge and spin, kJ/mol: 91.0
Electronic energy, Ha: -305.41807

Record 4
Entry from OMol25: a structure of composition C15H31ClMnP2 in a non-equilibrium geometry (the ωB97M-V functional and the def2-TZVPD basis).

Atoms and positions in Å:
P: -1.46736 1.01958 -0.75452
P: 1.85605 -0.83201 -1.23941
C: 0.15520 1.49339 -1.42679
C: 0.92965 0.46586 -2.26389
H: 0.76089 1.87264 -0.58353
H: -0.08606 2.36550 -2.05790
H: 0.27884 0.02135 -3.04000
H: 1.74728 0.98964 -2.77560
C: 3.15617 0.23157 -0.48803
H: 3.79479 -0.44309 0.09369
H: 2.82043 1.05537 0.15349
H: 3.75263 0.64410 -1.31423
C: 3.08218 -1.63223 -2.42414
H: 3.91209 -0.91648 -2.49828
H: 2.69377 -1.79683 -3.43733
H: 3.53083 -2.57362 -2.07153
C: -2.05762 2.71115 -0.29614
H: -3.05982 2.70846 0.15176
H: -2.08153 3.34609 -1.19221
H: -1.38931 3.17248 0.44324
C: -2.66338 0.54932 -2.01757
H: -2.14937 -0.04939 -2.77363
H: -3.09170 1.44817 -2.48421
H: -3.45775 -0.05801 -1.56826
Mn: 0.92635 -2.54591 -2.19145
C: 1.05235 -0.06978 2.15129
C: 0.83460 1.26473 2.15034
C: 0.00917 1.98387 3.18671
C: -1.30123 1.19052 3.42097
C: -2.04391 1.05122 2.16859
C: -1.93739 0.08642 1.17372
C: -1.00341 -1.16642 1.18122
C: 0.07107 -1.19484 2.28191
C: -0.55781 -3.63725 -1.47728
H: 2.10307 -0.42216 2.10875
H: 1.49238 1.90609 1.55316
H: -0.22534 3.02455 2.92269
H: 0.48603 2.09237 4.17690
H: -1.04364 0.22088 3.86745
H: -1.97092 1.72080 4.11992
H: -2.82677 1.80231 1.99976
H: -2.89823 -0.20993 0.71929
H: -0.45431 -1.24452 0.21624
H: -1.60304 -2.08968 1.31239
H: -0.48449 -1.32120 3.22566
H: 0.65836 -2.12320 2.12942
H: -0.53036 -4.55552 -2.09469
H: -1.56716 -3.21213 -1.48855
H: -0.17991 -3.86950 -0.46299
Cl: 2.02765 -4.47473 -2.48640

Output
Multiplicity: 6
Expectation value of S²: 8.883
Kohn-Sham gap (alpha / beta), eV: 4.501 / 2.381
E_HOMO (alpha / beta), eV: -4.709 / -4.465
LUMO level (alpha / beta), Eh: -0.008 / -0.077
Energy above the lowest of the compared OMol25 structures with the same formula, charge and spin, kJ/mol: 454.4
Electronic energy, Ha: -2883.71350

Record 5
Entry from OMol25: a cluster of 10 separate species, C39H62F9N19O14S2 in total in a non-equilibrium geometry (the ωB97M-V functional and the def2-TZVPD basis).

Atoms and positions in Å:
C: 3.74276 2.72959 1.56492
C: 3.36270 2.14677 0.21432
O: 2.09366 1.48447 0.23500
C: 1.00430 2.39281 0.28991
C: 0.08783 2.30997 -0.91117
O: -1.07850 1.52281 -0.60319
C: -2.03429 1.55849 -1.55918
C: -2.83316 2.69603 -1.64669
C: -3.83928 2.72720 -2.59475
C: -4.04724 1.67769 -3.46523
C: -3.26385 0.54862 -3.40408
C: -3.55565 -0.51799 -4.41767
C: -2.56994 -0.41124 -5.60389
C: -2.61556 0.84624 -6.40431
O: -1.50800 0.44377 -5.45917
C: -2.25017 0.48208 -2.43466
S: -1.19173 -0.92679 -2.28824
O: -1.28138 -1.82208 -3.40616
O: 0.13043 -0.46525 -1.97687
C: -1.66176 -1.84831 -0.73070
F: -0.65287 -2.71863 -0.54969
F: -1.64486 -0.97778 0.28953
C: -3.00944 -2.64377 -0.75855
F: -3.58137 -2.55037 -1.97899
F: -2.76642 -3.95366 -0.53815
C: -4.06413 -2.15250 0.26963
F: -4.36792 -0.86882 0.01934
F: -5.17697 -2.89063 0.04345
C: -3.65491 -2.36807 1.77505
F: -4.63928 -2.95696 2.45042
F: -3.44373 -1.16132 2.34227
F: -2.51992 -3.06573 1.89182
S: -4.84757 4.17375 -2.65856
C: -4.96110 4.50897 -0.91007
C: -6.12233 4.98825 -0.34148
C: -7.38560 5.24262 -1.14813
C: -8.49425 4.34251 -0.64435
C: -9.46367 4.83718 0.21037
C: -10.44136 3.98928 0.69807
C: -10.46287 2.65664 0.34428
C: -9.50074 2.18315 -0.52748
C: -8.51618 3.01016 -1.02427
C: -6.14209 5.22342 1.02789
C: -5.02997 4.95189 1.78355
C: -3.87140 4.47852 1.20152
C: -3.81825 4.26031 -0.15216
N: -2.61639 3.79915 -0.77795
H: 4.78725 3.00655 1.57612
H: 3.50831 2.02975 2.35849
H: 3.16838 3.64628 1.73202
H: 3.44076 2.88759 -0.58562
H: 4.10348 1.38107 -0.01103
H: 0.46387 2.27168 1.22892
H: 1.41331 3.40501 0.30729
H: 0.60349 1.84083 -1.74800
H: -0.19149 3.31832 -1.21136
H: -4.84449 1.74751 -4.19060
H: -3.39214 -1.51820 -4.04223
H: -4.55450 -0.42453 -4.83090
H: -2.39676 -1.32355 -6.15597
H: -2.92286 1.77311 -5.94791
H: -2.12727 0.78751 -7.36463
H: -7.21422 5.08870 -2.20803
H: -7.67472 6.27975 -0.98056
H: -9.45014 5.88044 0.48949
H: -11.19087 4.40695 1.35702
H: -11.23040 2.00581 0.73271
H: -9.53045 1.14280 -0.82442
H: -7.75711 2.64280 -1.69950
H: -7.04970 5.60869 1.46505
H: -5.05344 5.10104 2.85285
H: -2.99702 4.26741 1.80004
H: -2.22581 4.57196 -1.31325
N: -5.77420 0.18583 2.66422
C: -6.37195 1.40328 2.84315
N: -7.22734 1.48529 3.90923
O: -6.15444 2.34881 2.10762
H: -5.93175 -0.60452 3.25975
H: -5.13561 0.10130 1.89538
H: -7.68318 2.36475 4.06260
H: -7.41904 0.72101 4.52772
N: 3.77580 0.53018 -4.66211
C: 3.69549 1.07023 -3.40934
N: 2.86068 0.45057 -2.54291
O: 4.34682 2.06598 -3.10449
H: 3.25449 -0.27203 -4.95960
H: 4.39811 0.97668 -5.31372
H: 2.77779 0.83137 -1.61357
H: 2.31913 -0.35993 -2.77753
N: 1.35593 -4.50659 1.22251
C: 2.17376 -5.55235 1.53905
N: 2.23092 -6.55745 0.61351
O: 2.81161 -5.59055 2.58023
H: 0.82652 -4.44992 0.37358
H: 1.30316 -3.75249 1.88205
H: 2.81331 -7.34588 0.82784
H: 1.71624 -6.54943 -0.24615
N: 5.73925 -6.16856 2.01999
C: 6.19940 -6.74630 3.16619
N: 7.53195 -7.08002 3.14765
O: 5.49297 -6.95564 4.13823
H: 6.32889 -6.00153 1.22769
H: 4.76453 -5.90008 1.98349
H: 7.91311 -7.50735 3.96902
H: 8.13275 -6.91385 2.36368
N: 8.53345 -6.89518 7.53893
C: 7.86794 -5.69367 7.58733
N: 6.80583 -5.59297 6.74244
O: 8.21461 -4.79658 8.33689
H: 8.26208 -7.65266 6.94265
H: 9.31999 -7.00792 8.14913
H: 6.29088 -4.73308 6.75141
H: 6.51484 -6.32064 6.10831
N: -3.60237 -6.96685 2.18951
C: -2.60038 -7.47238 2.97929
N: -1.66687 -6.55369 3.37411
O: -2.54668 -8.64458 3.29400
H: -3.65800 -6.00474 1.91689
H: -4.30679 -7.60408 1.86990
H: -0.90633 -6.88108 3.94073
H: -1.70009 -5.58529 3.12002
N: 4.42597 3.66484 -6.76823
C: 5.09243 3.01530 -7.76690
N: 5.38677 3.77262 -8.86799
O: 5.40680 1.83874 -7.68648
H: 4.15925 4.62944 -6.80840
H: 4.20164 3.13643 -5.94340
H: 5.87628 3.32063 -9.61674
H: 5.14033 4.73922 -8.95764
N: 7.24926 2.43338 -2.33985
C: 7.52405 1.79353 -1.16882
N: 8.82175 1.35650 -1.03952
O: 6.69841 1.61162 -0.29015
H: 7.93545 2.57432 -3.05534
H: 6.30297 2.74453 -2.49768
H: 9.06228 0.87820 -0.19323
H: 9.52264 1.48872 -1.74248
N: 7.09769 3.54597 5.30753
C: 6.79298 2.73003 4.24947
N: 7.82064 1.95265 3.79104
O: 5.68735 2.69481 3.74422
H: 8.00257 3.58653 5.73478
H: 6.36200 4.12603 5.66313
H: 7.62100 1.35508 3.00930
H: 8.74116 1.95764 4.18543

Output
SMILES: CCOCCOc1c2c(cc(C[C@H]3CO3)c1S(=O)(=O)C(F)(F)C(F)(F)C(F)(F)C(F)(F)F)Sc1c(Cc3ccccc3)cccc1N2.NC(N)=O.NC(N)=O.NC(N)=O.NC(N)=O.NC(N)=O.NC(N)=O.NC(N)=O.NC(N)=O.NC(N)=O
Kohn-Sham gap, eV: 8.385
E_HOMO, eV: -8.523
LUMO level, Eh: -0.005
Energy above the lowest of the compared OMol25 structures with the same formula, charge and spin, kJ/mol: 0.0
Electronic energy, Ha: -5312.49030